Record 1
This record from the Open Molecules 2025 dataset describes a molecular structure, C29H33N7O2ReSi2. The level of theory is ωB97M-V with the def2-TZVPD basis set.

XYZ file:
```
74
Properties=species:S:1:pos:R:3:mulliken_spin:R:1
Re -1.760 0.205 -0.271 -0.02
C -0.926 -0.559 3.933 0.00
C -0.471 0.666 4.375 0.00
C -0.239 1.676 3.449 0.00
C -0.488 1.437 2.121 -0.01
N -0.920 0.233 1.692 0.04
C -1.137 -0.744 2.579 0.01
C -0.470 2.489 1.083 0.00
C 0.109 3.729 1.198 0.00
C 0.009 4.609 0.134 0.00
C -0.751 4.266 -0.978 0.00
C -1.338 3.028 -1.017 0.00
N -1.127 2.142 -0.031 0.02
C -2.267 2.532 -2.059 0.00
C -2.765 3.291 -3.090 0.00
C -3.677 2.723 -3.972 0.00
C -4.091 1.421 -3.771 0.00
C -3.561 0.711 -2.709 0.00
N -2.649 1.250 -1.889 0.00
H -1.134 -1.367 4.623 0.00
H -0.316 0.848 5.433 0.00
H 0.105 2.652 3.773 0.00
H -1.500 -1.686 2.190 -0.01
H 0.649 4.000 2.096 0.00
H 0.504 5.572 0.174 0.00
H -0.884 4.964 -1.796 0.00
H -2.455 4.323 -3.204 0.00
H -4.065 3.301 -4.804 0.00
H -4.817 0.950 -4.420 0.00
H -3.857 -0.312 -2.510 0.00
C 4.650 -0.831 0.023 0.03
Si 3.028 -0.192 0.655 -0.02
C 3.044 -0.129 2.511 0.03
C 2.742 1.464 -0.181 0.00
C 1.620 -1.342 0.091 0.72
C 1.174 -1.045 -1.286 0.00
C 2.020 -1.517 -2.307 0.15
C 1.770 -1.256 -3.631 0.01
C 0.649 -0.498 -3.958 0.00
C -0.154 -0.066 -2.944 0.00
N 0.057 -0.318 -1.616 0.04
Si 1.637 -3.157 0.685 -0.07
C 1.239 -3.223 2.513 0.03
C 0.436 -4.138 -0.337 0.00
C 3.331 -3.883 0.428 0.04
H 5.430 -0.087 0.240 0.00
H 4.636 -0.983 -1.063 0.00
H 4.943 -1.772 0.501 0.00
H 3.721 0.665 2.863 0.00
H 3.417 -1.078 2.920 0.00
H 2.054 0.054 2.938 -0.01
H 3.146 2.296 0.413 0.00
H 1.687 1.655 -0.378 0.00
H 3.263 1.469 -1.147 0.00
H 2.889 -2.096 -2.013 0.01
H 2.434 -1.630 -4.404 0.00
H 0.401 -0.257 -4.984 0.00
H -1.019 0.518 -3.201 0.00
H 0.228 -3.614 2.693 0.00
H 1.329 -2.243 2.995 -0.01
H 1.941 -3.901 3.014 0.00
H -0.585 -4.079 0.042 0.00
H 0.728 -5.196 -0.320 0.00
H 0.432 -3.816 -1.385 0.00
H 4.076 -3.431 1.096 0.00
H 3.692 -3.796 -0.604 0.00
H 3.271 -4.951 0.673 0.00
N -3.398 0.682 0.767 0.00
C -4.480 0.396 1.224 0.00
N -5.531 0.075 1.725 0.00
C -6.829 0.375 1.830 0.00
N -7.958 0.607 1.918 0.00
O -2.241 -1.453 -0.570 0.00
O -2.631 -2.623 -0.757 0.00
```

The calculation puts the energy above the lowest of the compared OMol25 structures with the same formula, charge and spin at 3.2387 eV. As for the expectation value of S²: 0.75. For the total energy, the calculation gives -63002.7993 eV. Its multiplicity is 2. For the HOMO energy (alpha / beta), the calculation gives -13.83 / -13.93 eV. For the gap between HOMO and LUMO (alpha / beta), the calculation gives 0.2138 / 0.2172 Ha. The net charge is +2. The value obtained for the LUMO energy (alpha / beta) is -8.0 / -8.0 eV.

=====

Record 2
This record from the Open Molecules 2025 dataset describes a molecular structure, C29H34AsF2MnNOSSe3Si2Te. The level of theory is ωB97M-V with the def2-TZVPD basis set.

XYZ file:
```
76
Properties=species:S:1:pos:R:3:mulliken_spin:R:1
Mn -0.744 -1.327 -0.768 4.35
Se -0.512 -3.319 1.525 -0.01
Se -2.192 -4.766 0.826 0.00
Te -1.862 -4.948 -1.664 0.04
Se -2.264 -2.550 -2.270 0.05
F -1.389 3.349 -3.599 0.00
C -0.719 2.189 -3.415 -0.03
C -1.085 1.357 -2.381 -0.03
C -0.397 0.167 -2.157 -0.13
C 0.646 -0.170 -3.046 -0.02
C 0.976 0.717 -4.061 -0.02
F 2.002 0.447 -4.912 0.00
C 0.319 1.908 -4.274 0.02
C 1.315 -1.478 -2.841 -0.02
C 2.254 -2.053 -3.684 -0.01
C 2.795 -3.292 -3.366 0.01
C 2.403 -3.928 -2.212 0.00
C 1.447 -3.313 -1.415 0.02
N 0.907 -2.126 -1.731 0.01
H -1.911 1.645 -1.750 -0.02
H 0.606 2.575 -5.075 0.00
H 2.562 -1.537 -4.578 0.00
H 3.520 -3.750 -4.030 0.00
H 2.806 -4.888 -1.919 0.00
H 1.095 -3.759 -0.492 -0.01
C -5.095 1.139 -1.386 0.00
Si -4.636 -0.074 -0.056 0.02
C -5.319 -1.729 -0.516 0.00
C -5.466 0.388 1.552 -0.02
As -2.385 -0.213 0.455 -0.19
Si -1.859 1.906 1.275 0.02
C -1.973 1.770 3.130 -0.02
C -2.949 3.333 0.751 0.00
C -0.117 2.417 0.838 0.00
H -6.186 1.163 -1.524 0.00
H -4.634 0.826 -2.330 0.00
H -4.750 2.150 -1.155 0.00
H -6.418 -1.703 -0.468 0.00
H -4.947 -2.494 0.174 0.00
H -5.006 -2.023 -1.519 0.00
H -6.556 0.280 1.466 0.00
H -5.247 1.408 1.878 0.00
H -5.108 -0.294 2.329 0.00
H -3.005 1.550 3.421 0.00
H -1.645 2.686 3.641 0.00
H -1.355 0.930 3.468 0.00
H -4.006 3.158 0.958 0.00
H -2.843 3.532 -0.321 0.00
H -2.639 4.235 1.299 0.00
H 0.556 1.551 0.886 0.00
H 0.245 3.188 1.531 0.00
H -0.076 2.813 -0.180 0.00
O 0.842 -0.503 0.666 -0.06
S 1.883 -1.112 1.544 0.02
C 2.196 0.102 2.822 0.01
C 1.778 -0.253 4.093 0.00
C 1.946 0.645 5.144 0.00
C 2.530 1.877 4.907 0.00
C 2.935 2.228 3.622 0.00
C 2.768 1.338 2.571 0.00
C 3.389 -0.988 0.606 0.00
C 3.384 -0.237 -0.553 0.01
C 4.551 -0.164 -1.305 0.00
C 5.695 -0.828 -0.884 0.00
C 5.684 -1.574 0.290 0.00
C 4.521 -1.664 1.042 0.00
H 1.312 -1.223 4.253 0.00
H 1.615 0.378 6.141 0.00
H 2.669 2.575 5.725 0.00
H 3.376 3.199 3.437 0.00
H 3.073 1.608 1.565 0.00
H 2.472 0.267 -0.862 0.00
H 4.557 0.407 -2.225 0.00
H 6.599 -0.773 -1.477 0.00
H 6.578 -2.093 0.614 0.00
H 4.490 -2.253 1.954 0.00
```

The calculation puts the energy above the lowest of the compared OMol25 structures with the same formula, charge and spin at 0.0000 eV. As for the expectation value of S²: 6.28. For the total energy, the calculation gives -361684.1136 eV. Its multiplicity is 5. For the HOMO energy (alpha / beta), the calculation gives -3.30 / -3.45 eV. For the gap between HOMO and LUMO (alpha / beta), the calculation gives 0.2001 / 0.2056 Ha. The net charge is -1. The value obtained for the LUMO energy (alpha / beta) is 2.1 / 2.1 eV.

=====

Record 3
This record from the Open Molecules 2025 dataset describes a molecular structure, C29H34Cl2N2OPSV. The level of theory is ωB97M-V with the def2-TZVPD basis set.

XYZ file:
```
71
Properties=species:S:1:pos:R:3:mulliken_spin:R:1
V -0.248 -0.351 -0.004 2.94
C -1.726 -2.251 3.724 0.00
C -1.401 -1.036 4.563 -0.01
C -1.813 -1.063 5.897 0.00
C -1.586 -0.005 6.760 0.00
C -0.919 1.121 6.299 0.00
C -0.498 1.162 4.979 0.00
C -0.731 0.101 4.091 -0.03
P 0.004 0.281 2.401 -0.15
C -0.016 2.119 2.207 0.01
C 1.182 2.832 2.125 0.02
C 1.182 4.203 1.905 0.00
C -0.024 4.877 1.767 0.00
C -1.218 4.174 1.854 0.00
C -1.244 2.796 2.076 -0.02
C -2.590 2.103 2.197 0.02
C 1.755 -0.173 2.662 0.05
C 2.299 -0.454 3.914 0.00
C 3.612 -0.892 4.023 0.00
C 4.380 -1.041 2.874 0.00
C 3.837 -0.743 1.630 0.00
C 2.517 -0.311 1.496 -0.04
C 1.874 0.020 0.159 0.02
H -1.829 -3.130 4.361 0.00
H -0.965 -2.479 2.977 0.01
H -2.690 -2.114 3.228 0.00
H -2.324 -1.949 6.262 0.00
H -1.920 -0.064 7.790 0.00
H -0.718 1.957 6.960 0.00
H 0.035 2.041 4.641 0.00
H 2.125 2.310 2.249 0.00
H 2.121 4.741 1.852 0.00
H -0.037 5.949 1.600 0.00
H -2.159 4.707 1.754 0.00
H -3.343 2.606 1.587 0.00
H -2.939 2.108 3.234 0.00
H -2.565 1.058 1.888 -0.01
H 1.695 -0.364 4.809 0.00
H 4.028 -1.124 4.996 0.00
H 5.405 -1.387 2.948 0.00
H 4.446 -0.847 0.737 0.00
H 2.461 -0.460 -0.634 0.00
H 2.030 1.098 -0.009 0.00
Cl -0.012 -0.350 -2.493 0.00
C 0.180 1.449 -2.412 0.02
Cl -0.517 2.021 -0.874 0.00
H -0.355 1.891 -3.238 0.00
H 1.237 1.667 -2.419 0.00
N -6.674 -0.342 -0.107 0.00
C -5.323 -0.443 -0.201 0.01
C -4.565 -1.126 0.761 0.01
C -3.202 -1.161 0.626 0.08
N -2.511 -0.581 -0.376 -0.06
C -3.254 0.057 -1.295 0.02
C -4.621 0.153 -1.261 0.00
H -7.181 -0.856 0.590 0.00
H -7.210 0.061 -0.854 0.00
H -5.035 -1.613 1.609 0.00
H -2.610 -1.666 1.375 -0.04
H -2.714 0.512 -2.118 0.00
H -5.141 0.687 -2.049 0.00
C -0.944 -3.739 -0.494 0.02
S 0.260 -2.639 0.208 0.05
C 1.661 -3.131 -0.734 0.02
O 0.499 -3.082 1.623 0.04
H -0.721 -4.716 -0.056 0.00
H -0.860 -3.771 -1.584 0.00
H -1.942 -3.407 -0.216 -0.01
H 1.542 -2.895 -1.794 0.00
H 1.757 -4.209 -0.576 0.00
H 2.511 -2.595 -0.312 0.00
```

As for the expectation value of S²: 3.77. For the total energy, the calculation gives -106504.0165 eV. Its multiplicity is 4. For the HOMO energy (alpha / beta), the calculation gives -10.45 / -10.38 eV. For the gap between HOMO and LUMO (alpha / beta), the calculation gives 0.2989 / 0.2908 Ha. The net charge is +1. The value obtained for the LUMO energy (alpha / beta) is -2.3 / -2.5 eV.